(1)
{"formula": "C29H42IN7O5P2Ti", "method": "wB97M-V/def2-TZVPD", "spin_multiplicity": 3, "lumo_ev": [0.334, -0.154], "s_squared": 2.005, "relative_energy_kj_mol": 74.1, "orbital_gap_ha": [0.264, 0.278], "species": ["Ti", "O", "C", "C", "C", "C", "C", "C", "C", "N", "C", "C", "N", "C", "C", "C", "C", "C", "C", "C", "O", "H", "H", "H", "H", "H", "H", "H", "H", "H", "H", "H", "H", "H", "H", "C", "N", "C", "P", "O", "O", "P", "O", "N", "C", "C", "N", "C", "C", "N", "C", "C", "H", "H", "H", "H", "H", "H", "H", "H", "H", "H", "H", "H", "H", "H", "H", "H", "H", "H", "H", "H", "H", "H", "H", "H", "I", "C", "C", "C", "C", "N", "C", "H", "H", "H", "H"], "xyz": [[0.014, 1.147, 0.235], [0.945, 0.530, 1.897], [1.047, 1.117, 3.052], [1.121, 0.326, 4.221], [1.201, 0.894, 5.470], [1.239, 2.286, 5.627], [1.216, 3.073, 4.502], [1.114, 2.524, 3.213], [1.212, 3.414, 2.083], [1.026, 3.080, 0.864], [1.328, 4.049, -0.186], [1.612, 3.247, -1.454], [0.447, 2.403, -1.625], [-0.295, 2.542, -2.650], [-1.612, 1.946, -2.709], [-2.249, 1.695, -3.927], [-3.528, 1.184, -3.967], [-4.201, 0.966, -2.759], [-3.607, 1.246, -1.549], [-2.285, 1.731, -1.479], [-1.737, 1.996, -0.324], [1.097, -0.750, 4.094], [1.238, 0.253, 6.343], [1.303, 2.730, 6.611], [1.277, 4.152, 4.595], [1.507, 4.443, 2.316], [2.177, 4.685, 0.079], [0.455, 4.686, -0.362], [2.486, 2.612, -1.299], [1.779, 3.902, -2.315], [0.033, 3.173, -3.484], [-1.712, 1.896, -4.849], [-4.009, 0.969, -4.911], [-5.211, 0.574, -2.777], [-4.133, 1.086, -0.615], [-1.480, -4.350, 0.823], [-1.718, -2.990, 0.388], [-3.111, -2.639, 0.194], [-0.498, -2.068, -0.284], [-0.961, -0.630, -0.136], [0.801, -2.505, 0.315], [2.361, -1.014, -1.129], [1.688, 0.291, -0.766], [3.104, -0.730, -2.640], [4.182, -1.596, -3.080], [2.164, -0.389, -3.701], [3.623, -1.369, -0.095], [3.848, -0.499, 1.056], [3.831, -2.782, 0.200], [-0.401, -2.316, -1.952], [-1.470, -1.814, -2.801], [0.107, -3.605, -2.387], [-1.974, -4.531, 1.783], [-0.412, -4.510, 0.950], [-1.869, -5.086, 0.107], [-3.664, -2.754, 1.133], [-3.594, -3.277, -0.557], [-3.191, -1.601, -0.122], [4.865, -1.783, -2.254], [4.733, -1.094, -3.879], [3.822, -2.556, -3.473], [1.351, 0.211, -3.294], [1.736, -1.279, -4.179], [2.683, 0.195, -4.465], [3.685, 0.540, 0.779], [4.883, -0.622, 1.386], [3.173, -0.738, 1.882], [3.590, -3.388, -0.674], [3.193, -3.116, 1.023], [4.881, -2.944, 0.456], [-1.809, -0.845, -2.444], [-2.331, -2.497, -2.839], [-1.096, -1.695, -3.823], [0.938, -3.905, -1.750], [0.464, -3.528, -3.418], [-0.661, -4.392, -2.358], [-4.842, 3.507, 3.635], [-3.545, 1.918, 3.238], [-3.739, 0.680, 3.826], [-2.839, -0.328, 3.524], [-1.789, -0.056, 2.663], [-1.619, 1.135, 2.091], [-2.486, 2.105, 2.366], [-4.567, 0.508, 4.500], [-2.948, -1.314, 3.955], [-1.054, -0.809, 2.411], [-2.332, 3.046, 1.856]]}

---

(2)
{"formula": "C5H7Br3N2", "method": "wB97M-V/def2-TZVPD", "lumo_ev": 0.196, "smiles": "CN1C(Br)=C(Br)[C@@H](Br)N1C", "relative_energy_kj_mol": 14.2, "orbital_gap_ha": 0.307, "species": ["C", "N", "C", "Br", "C", "Br", "C", "Br", "N", "C", "H", "H", "H", "H", "H", "H", "H"], "xyz": [[1.006, -1.638, 0.480], [-0.014, -0.633, 0.442], [-1.405, -0.957, 0.260], [-2.138, -2.622, 0.655], [-1.968, 0.077, -0.468], [-3.811, 0.434, -0.901], [-0.838, 1.214, -0.754], [-1.184, 2.752, 1.007], [0.289, 0.453, -0.440], [1.572, 1.043, -0.182], [0.989, -2.250, 1.507], [0.847, -2.390, -0.342], [2.025, -1.169, 0.434], [-1.013, 2.060, -1.404], [1.342, 2.034, -0.152], [1.981, 0.740, 0.862], [2.318, 0.855, -1.004]]}

---

(3)
{"formula": "C38H40F7N4O5PS2", "method": "wB97M-V/def2-TZVPD", "lumo_ev": 0.150, "smiles": "COCc1c(C[C@@H](C)O)c([PH2]=S)c(OC(=O)c2ccccc2)c2c1Sc1c(CN)c(C(F)(F)C(F)(F)C(F)(F)F)cc(-c3ccccc3)c1N2CN.CNC(C)=O", "orbital_gap_ha": 0.307, "species": ["C", "O", "C", "C", "C", "C", "C", "C", "O", "C", "P", "S", "C", "O", "C", "O", "C", "C", "C", "C", "C", "C", "C", "C", "S", "C", "C", "C", "N", "C", "C", "F", "F", "C", "F", "F", "C", "F", "F", "F", "C", "C", "C", "C", "C", "C", "C", "C", "C", "N", "C", "N", "H", "H", "H", "H", "H", "H", "H", "H", "H", "H", "H", "H", "H", "H", "H", "H", "H", "H", "H", "H", "H", "H", "H", "H", "H", "H", "H", "H", "H", "H", "H", "H", "H", "C", "N", "C", "C", "O", "H", "H", "H", "H", "H", "H", "H"], "xyz": [[1.142, -3.629, 2.934], [1.463, -3.036, 1.693], [2.136, -1.808, 1.805], [1.941, -1.025, 0.533], [2.989, -0.340, -0.084], [4.389, -0.372, 0.479], [5.274, -1.493, -0.104], [6.745, -1.107, -0.039], [5.039, -2.729, 0.572], [2.728, 0.380, -1.264], [4.013, 1.333, -2.099], [5.227, 0.345, -3.259], [1.450, 0.381, -1.808], [1.200, 1.057, -2.988], [1.665, 0.574, -4.197], [2.010, 1.376, -5.017], [1.530, -0.884, -4.506], [0.935, -1.166, -5.734], [0.750, -2.476, -6.138], [1.187, -3.522, -5.336], [1.810, -3.247, -4.132], [1.974, -1.936, -3.708], [0.372, -0.212, -1.162], [0.638, -0.931, 0.002], [-0.690, -1.722, 0.850], [-1.970, -0.561, 0.484], [-2.981, -0.406, 1.441], [-2.930, -1.311, 2.644], [-3.232, -2.728, 2.317], [-3.979, 0.548, 1.182], [-5.102, 0.886, 2.141], [-6.187, 1.311, 1.442], [-5.524, -0.180, 2.874], [-4.740, 2.081, 3.120], [-3.660, 2.736, 2.638], [-5.773, 2.952, 3.178], [-4.416, 1.714, 4.591], [-3.335, 0.914, 4.610], [-4.124, 2.841, 5.256], [-5.434, 1.108, 5.203], [-3.948, 1.278, 0.000], [-2.951, 1.096, -0.946], [-2.982, 1.946, -2.165], [-2.114, 3.026, -2.285], [-2.159, 3.835, -3.409], [-3.066, 3.568, -4.423], [-3.940, 2.498, -4.305], [-3.897, 1.693, -3.177], [-1.955, 0.156, -0.706], [-0.937, -0.034, -1.684], [-1.315, -0.962, -2.769], [-1.594, -0.269, -4.024], [0.352, -4.352, 2.759], [2.010, -4.133, 3.365], [0.781, -2.886, 3.650], [3.187, -1.999, 1.999], [1.747, -1.222, 2.650], [4.882, 0.580, 0.305], [4.365, -0.501, 1.560], [4.973, -1.678, -1.132], [7.363, -1.999, 0.003], [6.938, -0.482, 0.834], [7.030, -0.542, -0.925], [5.344, -2.635, 1.480], [4.634, 2.059, -1.077], [3.297, 2.322, -2.778], [0.619, -0.360, -6.379], [0.275, -2.675, -7.088], [1.050, -4.547, -5.645], [2.184, -4.041, -3.504], [2.458, -1.746, -2.766], [-1.929, -1.268, 3.076], [-3.608, -1.001, 3.413], [-4.148, -2.960, 2.678], [-3.318, -2.843, 1.313], [-4.709, 2.017, -0.200], [-1.401, 3.236, -1.500], [-1.495, 4.681, -3.507], [-3.095, 4.186, -5.308], [-4.660, 2.273, -5.077], [-4.559, 0.844, -3.075], [-2.221, -1.480, -2.453], [-0.518, -1.701, -2.886], [-1.153, -0.746, -4.796], [-1.226, 0.673, -3.971], [1.939, 2.926, 5.261], [1.828, 1.500, 5.023], [0.749, 0.696, 5.217], [-0.511, 1.345, 5.742], [0.808, -0.497, 4.964], [2.187, 3.454, 4.338], [2.718, 3.137, 5.995], [1.000, 3.318, 5.636], [2.636, 1.012, 4.672], [-1.268, 0.578, 5.848], [-0.338, 1.807, 6.715], [-0.867, 2.109, 5.050]]}

---

(4)
{"formula": "C4H4Br2F3NO2", "method": "wB97M-V/def2-TZVPD", "lumo_ev": [-0.214, -0.127], "relative_energy_kj_mol": 285.6, "orbital_gap_ha": [0.266, 0.275], "species": ["C", "C", "C", "C", "N", "O", "O", "F", "F", "F", "Br", "Br", "H", "H", "H", "H"], "xyz": [[-0.088, 0.410, -0.386], [-2.179, 0.487, 0.832], [2.171, 1.267, -0.921], [0.104, -2.086, -0.170], [0.903, 1.256, -0.404], [0.173, -0.957, -0.968], [-1.312, 0.836, -0.353], [-1.147, -2.561, 0.050], [0.552, -1.912, 1.066], [0.820, -3.112, -0.638], [3.232, 2.889, -0.317], [3.240, -0.310, -0.930], [-2.752, 1.424, 0.993], [-1.626, 0.656, 1.743], [-2.551, -0.522, 0.760], [0.460, 2.236, -0.356]]}